Entry 1:
The following is a DFT calculation (ωB97M-V/def2-TZVPD) of a gas-phase ion, C6H10N (charge +1) at a distorted geometry.

Summary:
Highest occupied orbital energy: -14.58 eV
SMILES: C#C[N@@H+](C)/C=C/C
LUMO level: -3.35 eV
Calculated total energy: -288.94926 Eh
Total charge: +1

The geometry in XYZ format:
```
17
C6H10N, DFT ωB97M-V/def2-TZVPD
C -2.303 1.805 0.398
C -1.649 0.795 0.422
C 1.205 0.226 -0.217
C 0.409 -0.440 0.628
C 2.694 0.539 -0.028
C -1.451 -1.374 -0.726
N -1.077 -0.466 0.407
H -2.583 2.830 0.534
H 0.926 0.623 -1.252
H 0.701 -0.856 1.584
H 3.295 -0.267 -0.217
H 2.915 0.930 0.998
H 3.327 1.256 -0.737
H -2.595 -1.623 -0.559
H -1.485 -0.894 -1.779
H -0.864 -2.248 -0.753
H -1.464 -0.836 1.298
```

These are the natural (NBO) partial charges, in e, on atoms 1 to 2: -0.08 0.06

---

Entry 2:
The following is a DFT calculation (ωB97M-V/def2-TZVPD) of a molecular structure, C6H10N at a distorted geometry.

Summary:
Highest occupied orbital energy (spin up / spin down): -13.40 / -13.40 eV
LUMO level (spin up / spin down): -6.40 / -6.40 eV
Calculated total energy: -288.87055 Eh
Total charge: +1

The geometry in XYZ format:
```
17
C6H10N, DFT ωB97M-V/def2-TZVPD
C 0.737 1.694 0.331
C -0.234 1.168 -0.302
C 2.500 0.003 0.394
C 1.966 -0.983 -0.263
C -1.997 -0.470 -0.352
C -0.989 0.337 -1.078
N -1.868 -0.810 1.032
H 1.098 2.655 0.776
H 3.452 0.289 0.783
H 1.990 1.066 0.510
H 2.596 -1.828 -0.451
H -3.043 -0.071 -0.646
H -2.278 -1.400 -1.061
H -1.075 0.265 -2.084
H -2.777 -0.743 1.495
H -1.106 -0.331 1.464
H 1.029 -0.843 -0.547
```

These are the natural (NBO) partial charges, in e, on atoms 1 to 2: -0.09 -0.06

---

Entry 3:
The following is a DFT calculation (ωB97M-V/def2-TZVPD) of a gas-phase ion, C6H10N (charge +1) at a distorted geometry.

Summary:
Highest occupied orbital energy: -14.62 eV
SMILES: C#C[N@@H+](C)/C=C/C
LUMO level: -3.73 eV
Calculated total energy: -288.92858 Eh
Total charge: +1

The geometry in XYZ format:
```
17
C6H10N, DFT ωB97M-V/def2-TZVPD
C 1.272 -1.565 -1.215
C 1.543 -0.711 -0.377
C -1.158 -0.641 -0.148
C -0.378 0.145 0.652
C -2.619 -0.375 -0.095
C 1.790 1.417 0.217
N 1.118 0.188 0.522
H 1.672 -2.326 -1.769
H -0.841 -1.335 -0.828
H -0.621 0.952 1.266
H -2.731 0.461 0.527
H -3.116 -1.219 0.365
H -3.157 -0.140 -1.077
H 1.297 2.330 0.450
H 2.623 1.516 0.909
H 2.049 1.448 -0.922
H 1.259 -0.143 1.523
```

These are the natural (NBO) partial charges, in e, on atoms 1 to 2: -0.10 0.11

---

Entry 4:
The following is a DFT calculation (ωB97M-V/def2-TZVPD) of a molecular structure, C6H10N at a distorted geometry.

Summary:
Highest occupied orbital energy: -15.69 eV
LUMO level: -5.22 eV
Calculated total energy: -288.96658 Eh
Total charge: +1

The geometry in XYZ format:
```
17
C6H10N, DFT ωB97M-V/def2-TZVPD
C -0.094 -1.079 -0.948
C -0.239 0.359 -1.245
C 0.224 0.482 0.238
C -0.741 -0.173 1.135
C 0.889 0.814 -2.215
C -0.467 -0.415 2.640
N -0.106 -1.292 0.340
H 0.214 -1.806 -1.539
H -1.211 0.649 -1.318
H 1.282 0.739 0.390
H -1.825 0.102 1.093
H 1.418 0.072 -2.658
H 1.523 1.545 -1.828
H 0.369 1.210 -3.044
H 0.410 -0.949 2.719
H -1.268 -0.824 3.196
H -0.380 0.564 3.044
```

These are the natural (NBO) partial charges, in e, on atoms 1 to 2: 0.30 -0.31

---

Entry 5:
The following is a DFT calculation (ωB97M-V/def2-TZVPD) of a gas-phase ion, C6H10N (charge +1) at a distorted geometry.

Summary:
Highest occupied orbital energy: -14.53 eV
SMILES: C=C[C@H]1[NH2+]C12CC2
LUMO level: -3.45 eV
Calculated total energy: -288.95682 Eh
Total charge: +1

The geometry in XYZ format:
```
17
C6H10N, DFT ωB97M-V/def2-TZVPD
C -2.667 -0.113 -0.518
C -1.844 -0.058 0.495
C 0.972 -1.170 -0.450
C 1.966 -0.138 -0.983
C -0.392 0.969 0.136
C 0.810 0.190 -0.130
N 0.770 0.779 1.133
H -3.670 -0.643 -0.522
H -2.312 0.339 -1.412
H -1.868 -0.526 1.461
H 0.219 -1.550 -1.178
H 1.522 -1.847 0.247
H 2.938 0.039 -0.582
H 1.937 0.253 -2.026
H -0.653 1.966 -0.354
H 1.466 1.634 1.425
H 0.514 0.279 2.053
```

These are the natural (NBO) partial charges, in e, on atoms 1 to 2: -0.37 -0.17

---

Entry 6:
The following is a DFT calculation (ωB97M-V/def2-TZVPD) of a gas-phase ion, C6H10N (charge +1) at a distorted geometry.

Summary:
Highest occupied orbital energy: -14.27 eV
SMILES: C[C@@H]1[NH2+][C@H]2C=C[C@@H]12
LUMO level: -3.31 eV
Calculated total energy: -289.01415 Eh
Total charge: +1

The geometry in XYZ format:
```
17
C6H10N, DFT ωB97M-V/def2-TZVPD
C 2.039 0.784 0.460
C 1.516 0.687 1.684
C 0.703 0.926 -0.201
C 0.045 0.954 1.223
C -0.005 -0.581 -0.379
C -0.864 -0.794 -1.601
N -0.768 -0.230 0.878
H 3.177 0.741 0.210
H 1.944 0.600 2.637
H 0.572 1.656 -0.917
H -0.410 1.840 1.651
H 0.590 -1.338 -0.062
H -1.593 0.056 -1.673
H -1.532 -1.708 -1.593
H -0.183 -0.833 -2.504
H -0.736 -0.936 1.499
H -1.721 0.017 0.824
```

These are the natural (NBO) partial charges, in e, on atoms 1 to 2: -0.14 -0.21

---

Entry 7:
The following is a DFT calculation (ωB97M-V/def2-TZVPD) of a molecular structure, C6H10N2 at a distorted geometry.

Summary:
Highest occupied orbital energy: -8.56 eV
LUMO level: 0.70 eV
Calculated total energy: -343.93646 Eh
Total charge: 0

The geometry in XYZ format:
```
18
C6H10N2, DFT ωB97M-V/def2-TZVPD
C 2.944 -0.035 0.067
C 1.456 0.000 -0.184
C 0.703 -1.160 -0.203
C -0.614 -0.616 -0.074
C -2.082 -1.234 -0.002
C -1.455 1.671 -0.046
H 3.583 -0.950 0.567
H 3.208 0.101 -1.120
H 3.005 1.159 0.780
H 1.068 -2.254 0.035
H -2.085 -1.347 1.438
H -2.987 -0.537 -0.481
H -2.009 -2.293 -0.508
H -2.068 1.616 -1.049
H -0.788 2.508 0.223
H -2.302 1.516 0.704
N -0.389 0.692 -0.047
N 0.813 1.162 -0.100
```

These are the natural (NBO) partial charges, in e, on atoms 1 to 2: -0.65 0.10

---

Entry 8:
The following is a DFT calculation (ωB97M-V/def2-TZVPD) of a single C6H10N2 molecule at a distorted geometry.

Summary:
Highest occupied orbital energy: -7.78 eV
SMILES: C=C1CN[C@H]2C[C@]12N
LUMO level: 1.02 eV
Calculated total energy: -343.91807 Eh
Total charge: 0

The geometry in XYZ format:
```
18
C6H10N2, DFT ωB97M-V/def2-TZVPD
C -0.847 -0.124 -0.059
C -1.372 0.142 -1.377
C 0.156 0.187 -1.339
C 1.493 -0.195 0.551
C 0.136 0.541 0.927
C 0.058 1.396 1.989
H -2.125 -1.727 -0.074
H -0.241 -2.177 0.050
H -1.960 1.111 -1.691
H -1.831 -0.640 -1.929
H 0.495 1.180 -1.331
H 1.949 -0.784 -1.579
H 1.740 -0.999 1.280
H 2.155 0.648 0.478
H 0.929 1.637 2.612
H -0.861 1.956 2.001
N -1.083 -1.483 0.344
N 1.210 -0.671 -0.855
```

These are the natural (NBO) partial charges, in e, on atoms 1 to 2: 0.06 -0.38

---

Entry 9:
The following is a DFT calculation (ωB97M-V/def2-TZVPD) of a single C6H10N2 molecule at a distorted geometry.

Summary:
Highest occupied orbital energy (spin up / spin down): -7.42 / -7.42 eV
LUMO level (spin up / spin down): 0.32 / 0.32 eV
Calculated total energy: -343.90734 Eh
Total charge: 0

The geometry in XYZ format:
```
18
C6H10N2, DFT ωB97M-V/def2-TZVPD
C -0.148 -1.032 -0.369
C -1.246 -2.541 -0.033
C -2.124 0.932 0.428
C 2.426 -0.034 -0.530
C -2.565 -0.350 -0.267
C 2.062 -1.172 0.423
N -1.529 -1.337 -0.219
N 0.678 -1.535 0.465
H -2.921 1.669 0.385
H -1.880 0.736 1.470
H -1.242 1.337 -0.065
H 2.120 -0.290 -1.543
H 1.913 0.880 -0.236
H 3.499 0.142 -0.516
H -3.447 -0.783 0.214
H -2.801 -0.146 -1.319
H 2.625 -2.076 0.167
H 2.328 -0.912 1.454
```

These are the natural (NBO) partial charges, in e, on atoms 1 to 2: 0.05 0.46

---

Entry 10:
The following is a DFT calculation (ωB97M-V/def2-TZVPD) of a single C6H10N2 molecule at a distorted geometry.

Summary:
Highest occupied orbital energy: -8.47 eV
SMILES: CC1=NN2C[C@H]2CC1
LUMO level: 0.94 eV
Calculated total energy: -343.93489 Eh
Total charge: 0

The geometry in XYZ format:
```
18
C6H10N2, DFT ωB97M-V/def2-TZVPD
C -2.086 -1.265 0.936
C -0.747 -0.468 0.480
C 1.545 1.427 0.687
C 0.877 1.437 -0.589
C 0.807 0.137 -1.436
C 0.219 -1.061 -0.536
H -2.700 -1.644 0.030
H -1.955 -2.289 1.726
H -2.814 -0.711 1.597
H 2.170 0.393 1.173
H 1.928 2.419 1.128
H 1.032 2.218 -1.281
H 1.799 0.260 -2.090
H -0.033 0.316 -2.228
H -0.374 -1.881 -0.923
H 1.072 -1.648 -0.042
N -0.857 0.698 0.789
N 0.116 1.661 0.578
```

These are the natural (NBO) partial charges, in e, on atoms 1 to 2: -0.65 0.28

---

Entry 11:
The following is a DFT calculation (ωB97M-V/def2-TZVPD) of 2 unconnected molecules or ions with the total composition C6H10N2 at a distorted geometry.

Summary:
Highest occupied orbital energy: -8.00 eV
SMILES: c1cc[nH]c1.C=NC
LUMO level: 0.99 eV
Calculated total energy: -344.03970 Eh
Total charge: 0

The geometry in XYZ format:
```
18
C6H10N2, DFT ωB97M-V/def2-TZVPD
C 2.244 -0.161 1.723
C 3.111 -0.578 0.772
C 1.441 0.348 -0.328
C 1.119 0.384 1.039
C -2.549 0.573 -1.524
C -2.726 -0.635 0.500
N 2.610 -0.270 -0.418
N -2.187 0.321 -0.126
H 2.510 -0.205 2.840
H 4.252 -0.711 0.843
H 0.944 0.752 -1.147
H -2.028 1.408 -1.974
H -2.512 -0.208 -2.400
H -3.596 0.714 -1.638
H -2.462 -0.886 1.510
H -3.600 -1.283 0.223
H 0.352 0.948 1.454
H 3.078 -0.512 -1.348
```

These are the natural (NBO) partial charges, in e, on atoms 1 to 2: -0.30 -0.10

---

Entry 12:
The following is a DFT calculation (ωB97M-V/def2-TZVPD) of a single C6H10N2 molecule at a distorted geometry.

Summary:
Highest occupied orbital energy: -8.07 eV
SMILES: N[C@]12C[C@H]1CN1C[C@H]12
LUMO level: 0.95 eV
Calculated total energy: -343.89426 Eh
Total charge: 0

The geometry in XYZ format:
```
18
C6H10N2, DFT ωB97M-V/def2-TZVPD
C 0.635 -0.286 0.590
C -0.672 -0.713 1.135
C -0.398 -1.229 -0.279
C -0.656 -0.389 -1.518
C -0.657 1.840 -0.351
C 0.550 1.034 -0.200
H 2.515 -1.541 0.656
H 1.910 -0.824 2.138
H -0.875 -1.300 2.288
H -1.497 0.063 1.190
H -0.289 -2.311 -0.404
H -0.021 -0.979 -2.458
H -1.669 -0.084 -2.180
H -0.643 2.976 -0.256
H -1.610 1.492 -0.071
H 1.463 1.847 -0.112
N 1.958 -0.598 1.140
N -0.043 1.001 -1.307
```

These are the natural (NBO) partial charges, in e, on atoms 1 to 2: 0.09 -0.42

---

Entry 13:
The following is a DFT calculation (ωB97M-V/def2-TZVPD) of a single C6H10N2 molecule at a distorted geometry.

Summary:
Highest occupied orbital energy: -8.09 eV
SMILES: CC1=C=NCN(C)C1
LUMO level: 0.52 eV
Calculated total energy: -343.97292 Eh
Total charge: 0

The geometry in XYZ format:
```
18
C6H10N2, DFT ωB97M-V/def2-TZVPD
C 1.170 -0.989 -0.499
C -0.339 0.778 -0.191
C -0.603 -1.547 0.641
C 0.693 0.015 -1.156
C 0.887 0.640 -2.482
C -0.365 0.264 2.299
N 0.869 -1.654 0.496
N -0.692 -0.133 0.964
H -0.076 1.731 0.043
H -1.279 0.877 -0.627
H -1.064 -1.730 -0.350
H -1.008 -2.133 1.477
H 1.000 -0.246 -3.251
H 1.848 1.340 -2.564
H 0.076 1.366 -2.655
H 0.011 -0.501 2.975
H 0.249 1.150 2.206
H -1.379 0.772 2.674
```

These are the natural (NBO) partial charges, in e, on atoms 1 to 2: 0.32 -0.21